1.
An isolated ion of composition C5H13N2S and charge -1. Source: OMol25; level of theory: wB97M-V/def2-TZVPD.

```
21
C5H13N2S | OMol25 | wB97M-V/def2-TZVPD
S -1.24904 1.34905 -2.50786
N 0.66516 -0.39925 -0.27822
N -2.47126 -0.16476 1.73879
C -1.33308 -0.80373 1.02195
C -1.48319 -0.10661 -1.40083
C -0.72551 0.07750 -0.09292
C 1.65908 0.55296 0.16646
C 3.07683 0.13297 -0.22876
H 3.08637 -0.12862 -1.29046
H -1.70958 -1.76581 0.67810
H 1.50145 1.55687 -0.25123
H -2.54398 -0.29853 -1.19165
H -1.14640 -0.99994 -1.91757
H -0.58417 -0.87651 1.80967
H 0.82369 -0.61941 -1.24988
H -3.31805 -0.12703 1.16955
H -2.20928 0.77436 2.02984
H -0.71748 1.10805 0.25733
H 1.60249 0.62832 1.25808
H 3.30712 -0.82147 0.24707
H 3.76884 0.93160 0.03256
```

DFT total energy (eV): -19211.8613
Gap between HOMO and LUMO (eV): 6.26
SMILES: CCN[C@H](CN)C[S-]
Net charge: -1
Energy relative to the best compared isomer or geometry (same formula, charge and spin) (kcal per mole): 9.62



2.
C22H28N6O4S in the gas phase. Source: OMol25; level of theory: wB97M-V/def2-TZVPD.

```
61
C22H28N6O4S | OMol25 | wB97M-V/def2-TZVPD
S -3.83958 -1.02825 -1.77415
O 3.33293 -3.62336 -0.66475
O 3.22554 -1.65110 0.44323
O -4.39764 2.51768 1.44890
O -3.16280 -1.68775 1.06432
N -2.14713 1.01478 -1.05363
N -0.19822 0.06769 -1.38626
N 0.57935 4.25586 0.41222
N -1.13846 -0.80720 -1.76073
N -1.39307 -2.89727 0.38840
N 1.45807 -3.00858 0.45217
C 3.98267 3.36914 -0.69496
C -3.21767 1.85180 -0.59897
C -0.78275 1.16438 -0.95861
C -5.73378 2.14768 1.19682
C 3.02916 4.16179 -0.09334
C 1.36980 2.45765 -0.67276
C -0.05030 2.30840 -0.49693
C -2.61980 -2.37350 0.21226
C -3.33088 -2.64926 -1.10468
C -0.47721 3.43114 0.17174
C 2.72240 -2.82158 0.00414
C 5.10392 -0.26708 0.94719
C 1.72082 3.69521 -0.09155
C 0.72947 -1.95129 1.12838
C 3.64633 2.14405 -1.27838
C 0.67959 -4.12093 -0.03893
C -3.44368 1.63833 0.91335
C 4.56485 -1.36339 0.04675
C -2.29678 -0.24664 -1.55304
C -0.63290 -2.48135 1.55404
C 2.35196 1.67296 -1.27300
C -0.64353 -3.63181 -0.62167
H 0.60949 -1.09345 0.45405
H 1.29698 -1.62307 2.00333
H -0.51765 -3.32318 2.24458
H -5.91489 1.10963 1.49505
H 4.47581 0.61653 0.86912
H -1.20671 -1.69936 2.05584
H -2.51173 1.84222 1.44959
H 5.01064 3.69936 -0.71822
H -2.98307 2.89791 -0.80960
H 6.11663 -0.01361 0.64736
H -1.22058 -4.49893 -0.95649
H -1.45283 3.70911 0.51929
H 1.26978 -4.61698 -0.81268
H 5.16350 -2.27801 0.12123
H -4.11756 1.57330 -1.15376
H -2.72595 -3.14883 -1.85343
H -5.99958 2.26565 0.14075
H 3.28478 5.10970 0.35673
H -3.72228 0.59033 1.09123
H -0.43952 -2.96736 -1.47059
H -6.35204 2.81292 1.79654
H 0.49691 -4.83957 0.76914
H 2.08394 0.72652 -1.71266
H 4.42611 1.56045 -1.74456
H -4.25761 -3.19322 -0.92397
H 4.55867 -1.04270 -1.00112
H 5.11283 -0.60077 1.98141
H 0.52526 5.13724 0.89428
```

DFT total energy (eV): -51235.1578
Gap between HOMO and LUMO (eV): 8.48
SMILES: CCOC(=O)N1CCN(C(=O)CSc2nnc(-c3c[nH]c4ccccc34)n2CCOC)CC1
Energy relative to the best compared isomer or geometry (same formula, charge and spin) (kcal per mole): 17.48